This record from the OMol25 dataset describes a molecular structure, C23H40N3O10PSZr. The level of theory is ωB97M-V/def2-TZVPD.

Properties
* total charge: +2
* LUMO: -5.405 eV
* largest force on an atom: 0.083 Eh/bohr
* relative energy (zero: lowest compared OMol25 entry of this formula, charge and spin): 0.0 kcal/mol

Each line ends with the Löwdin charge.
Cartesian coordinates (Å):
Zr -10.350 2.328 -18.935  1.9656
S -8.821 -0.306 -18.513  0.7312
P -9.479 5.181 -20.760  0.9820
O -11.296 2.476 -17.051  -0.1168
O -10.381 5.157 -22.111  -0.3613
O -9.096 3.656 -18.197  -0.2696
O -7.125 4.447 -18.793  0.0879
O -12.447 3.290 -19.150  -0.2611
O -8.251 -0.980 -19.638  -0.2565
O -11.691 1.616 -20.740  -0.1181
O -8.049 5.474 -21.476  -0.3240
O -9.332 3.395 -20.740  -0.4886
O -10.345 -0.088 -18.600  -0.4513
N -8.497 1.322 -18.491  -0.3488
N -12.423 4.001 -15.683  -0.0763
N -13.891 1.071 -21.333  -0.0877
C -12.800 4.070 -18.034  -0.0954
C -12.123 3.457 -16.860  -0.3388
C -7.617 -2.013 -16.976  -0.0688
C -7.781 3.556 -18.305  -0.5143
C -12.013 3.248 -14.442  0.0302
C -10.632 6.276 -22.977  -0.2830
C -7.463 -3.340 -13.461  -0.0320
C -9.804 6.258 -24.228  -0.0625
C -15.354 1.254 -21.252  0.0185
C -12.973 1.887 -20.825  -0.3362
C -7.157 6.502 -20.939  -0.2675
C -7.222 -2.745 -15.843  -0.0064
C -7.879 -2.557 -14.643  -0.2629
C -7.297 2.049 -18.111  -0.1089
C -13.343 3.195 -20.275  -0.0359
C -8.926 -1.625 -14.542  -0.0170
C -13.138 5.308 -15.584  0.0120
C -5.780 5.890 -20.853  -0.0834
C -13.387 -0.108 -22.054  0.0200
C -8.647 -1.101 -16.884  -0.2497
C -9.319 -0.865 -15.633  -0.0187
C -8.351 1.471 -21.917  -0.0639
C -9.050 2.773 -22.102  -0.2041
H -10.136 7.166 -24.814  0.1091
H -6.383 1.885 -18.728  0.1405
H -11.045 2.748 -14.635  0.0966
H -11.683 6.194 -23.246  0.1163
H -14.410 3.275 -19.988  0.1406
H -5.382 5.629 -21.826  0.0795
H -7.110 7.300 -21.698  0.1197
H -6.398 -3.089 -13.303  0.1101
H -13.451 5.434 -14.546  0.1036
H -8.397 3.472 -22.551  0.0972
H -10.502 7.178 -22.419  0.1042
H -14.068 5.319 -16.205  0.1070
H -8.938 0.657 -21.470  0.0576
H -11.859 3.958 -13.589  0.1153
H -12.454 5.114 -18.193  0.1717
H -13.097 4.057 -20.963  0.1796
H -15.524 2.349 -21.360  0.1054
H -6.429 -3.505 -15.941  0.1397
H -5.760 5.009 -20.198  0.0579
H -15.868 0.737 -22.010  0.0882
H -15.743 0.895 -20.302  0.1109
H -14.083 -0.986 -21.960  0.1281
H -5.039 6.594 -20.469  0.0892
H -12.444 -0.350 -21.625  0.0762
H -12.777 2.508 -14.163  0.1092
H -7.404 1.495 -21.359  0.0941
H -8.744 6.335 -24.070  0.0685
H -7.263 -2.271 -17.990  0.1186
H -8.145 1.098 -22.954  0.1154
H -7.456 -4.391 -13.583  0.0804
H -9.416 -1.588 -13.577  0.1202
H -13.213 0.182 -23.105  0.1209
H -6.991 1.948 -17.053  0.1305
H -7.527 6.922 -19.966  0.1210
H -10.075 -0.120 -15.492  0.0967
H -12.501 6.169 -15.841  0.1172
H -13.881 4.098 -17.855  0.1511
H -10.116 5.415 -24.853  0.0859
H -8.050 -3.100 -12.588  0.0816
H -10.041 2.755 -22.529  0.1063

Forces on atoms 1 to 3 (eV/Å):
1.9 -2.8 -1.3
-3.3 2.5 1.0
1.2 -1.1 -1.6



This record from the OMol25 dataset describes a molecular structure, C23H41AlN2OP3. The level of theory is ωB97M-V/def2-TZVPD.

Properties
* total charge: +3
* LUMO (spin up / spin down): -10.267 / -10.695 eV
* largest force on an atom: 0.096 Eh/bohr
* relative energy (zero: lowest compared OMol25 entry of this formula, charge and spin): 90.7 kcal/mol

Each line ends with the Löwdin charge.
Cartesian coordinates (Å):
P -2.136 2.468 -2.945  0.9019
P -0.755 0.180 2.796  0.7893
P -0.978 -2.020 -0.048  0.8027
Al 1.266 -0.282 1.845  0.3254
O -0.362 1.183 -1.175  -0.1448
N 3.132 -5.253 -1.612  0.2398
N 1.879 -2.096 1.829  -0.0225
C -2.702 -1.904 -0.661  -0.2657
C 2.902 0.737 1.551  -0.1413
C 2.607 3.456 -2.604  -0.0295
C -2.278 -0.773 2.675  -0.2342
C 1.850 3.983 -1.593  -0.0384
C -3.783 2.057 -2.408  -0.2017
C 2.363 -4.106 2.965  0.0343
C -0.140 -2.365 -1.656  -0.2608
C 0.845 1.786 -1.284  -0.3530
C -1.644 1.735 -4.526  -0.1860
C 2.651 2.102 -2.898  -0.0212
C 2.926 -4.601 -0.653  -0.1423
C 1.864 1.224 -2.143  0.0250
C 2.706 -4.710 1.758  0.0756
C 1.021 3.151 -0.839  0.0071
C 2.310 -2.607 0.643  -0.0379
C 2.674 -3.947 0.596  -0.1797
C -1.282 1.910 2.589  -0.1857
C -0.381 -0.041 4.571  -0.2137
C 1.940 -2.790 2.968  -0.0542
C 2.285 1.177 2.765  -0.1448
C -1.024 -3.718 0.686  -0.2511
C -1.960 4.265 -3.039  -0.2029
H -0.253 -4.357 0.238  0.0428
H 2.738 0.960 3.739  0.1101
H -0.873 -2.718 -2.400  0.0585
H -2.029 2.384 -5.332  0.0785
H 3.162 4.107 -3.276  0.1392
H -0.546 1.659 -4.592  0.0592
H -1.321 1.912 -1.829  -0.0032
H -2.820 -2.383 -1.640  0.0568
H 3.715 0.004 1.524  0.1007
H -2.019 -4.164 0.542  0.0626
H -3.732 1.746 -1.356  0.0508
H 1.863 2.192 2.734  0.1002
H -1.442 2.347 3.584  0.0813
H -2.858 -0.429 1.817  0.0478
H 2.350 -1.911 -0.192  0.1326
H -0.819 -3.631 1.761  0.0226
H 3.096 1.549 0.817  0.0990
H 1.849 5.049 -1.340  0.1383
H -3.392 -2.364 0.051  0.0535
H -0.006 -1.054 4.775  0.0528
H 0.367 3.543 -0.037  0.1248
H -4.130 1.224 -3.027  0.0678
H 1.956 0.135 -2.233  0.1144
H 2.952 -5.781 1.730  0.1655
H -0.543 2.518 2.052  0.0330
H -1.124 4.536 -3.707  0.0679
H -2.215 1.937 2.011  0.0658
H -2.080 -1.841 2.561  0.0396
H 1.641 -2.286 3.897  0.1310
H -4.424 2.939 -2.513  0.0693
H -2.904 4.709 -3.424  0.0794
H 0.372 0.680 4.904  0.0628
H -1.752 4.649 -2.026  0.0588
H 0.669 -3.108 -1.555  0.0276
H -2.949 -0.842 -0.756  0.0192
H 3.318 1.714 -3.664  0.1334
H 2.347 -4.624 3.895  0.1316
H -2.850 -0.619 3.597  0.0825
H -1.324 0.103 5.116  0.0775
H -2.074 0.724 -4.598  0.0659
H 0.287 -1.410 -2.000  0.0087

Forces on atoms 1 to 3 (eV/Å):
0.7 0.3 0.2
-1.0 0.2 1.3
0.4 -0.8 -0.7



This record from the OMol25 dataset describes a molecular structure, C23H41BeBr2Cl8CsFNNaO14S2. The level of theory is ωB97M-V/def2-TZVPD.

Properties
* total charge: +1
* LUMO: -7.125 eV
* largest force on an atom: 0.252 Eh/bohr

Each line ends with the Löwdin charge.
Cartesian coordinates (Å):
Cs 2.549 5.749 2.988  1.4664
Br -4.810 0.571 2.649  0.8722
Br -2.279 2.813 3.272  0.7920
Cl -6.079 1.137 0.820  0.1235
Cl -9.588 4.125 -3.803  0.5207
Cl -0.286 2.955 5.194  -0.2683
Cl 3.798 -7.536 -0.106  0.5257
Cl -8.581 3.686 -1.098  0.4764
Cl 0.948 -7.290 0.312  0.4869
Cl 2.183 -6.059 -1.996  0.5202
Cl 1.965 -8.936 -1.843  0.5472
S -4.286 -0.666 -3.102  0.6418
S 1.397 2.603 2.244  0.7519
Na 1.608 0.910 5.282  0.5471
F 2.390 3.717 -0.025  0.0188
O -1.659 6.205 -2.310  -0.0462
O 1.412 -8.219 3.631  0.2653
O -2.384 8.347 -2.361  0.0527
O 1.893 3.860 2.927  -1.1003
O -3.626 -1.764 -3.764  -0.2672
O 4.225 -8.331 3.934  -0.1060
O 1.041 2.837 -5.665  0.0885
O -5.764 -1.150 -2.551  -0.1633
O 4.712 -6.116 3.965  -0.1684
O -0.770 7.642 -3.735  0.0597
O -0.165 2.743 2.025  -0.4055
O 0.536 4.817 -4.890  0.1710
O -4.485 0.506 -3.935  -0.2864
O 1.700 1.455 3.088  -0.3413
N 1.502 0.097 0.011  -0.0194
C -2.319 0.992 -1.918  -0.1797
C -0.727 1.696 1.176  -0.2447
C -0.335 3.053 -3.514  -0.0702
C -2.890 0.350 2.019  -0.5781
C 2.190 -0.668 -1.045  -0.2007
C 2.133 2.475 0.537  -0.2301
C -0.495 3.330 -0.892  -0.0984
C -8.161 3.806 -2.816  -1.0284
C 3.973 -2.501 0.613  -0.2214
C 0.430 3.665 -4.739  -0.4946
C -0.942 0.734 -1.248  -0.1138
C 3.739 -0.423 -0.984  -0.1720
C -1.681 7.405 -2.728  -0.7955
C -0.287 1.870 -0.375  -0.2675
C -3.329 -0.184 -1.623  -0.2248
C 0.232 3.713 -2.220  -0.1635
C -2.274 1.734 1.584  -0.5074
C 2.230 -7.457 -0.912  -2.0367
C -2.169 -0.257 3.299  -0.1443
C 1.278 1.515 -0.372  -0.2264
C 4.644 -7.254 4.461  -0.7520
C 4.395 -1.014 0.333  -0.2369
C 5.132 -7.387 5.901  -0.0297
Be 3.266 -4.550 2.275  0.4481
H 4.283 -0.857 -1.852  0.1196
H 1.822 -0.441 -2.071  0.1185
H -2.171 0.974 -3.022  0.1045
H -0.427 6.728 -3.754  0.0629
H -2.001 -1.343 3.144  0.0967
H -4.045 0.223 -0.893  0.0316
H -1.433 3.192 -3.634  0.1424
H -2.949 2.253 0.878  0.0947
H -0.342 0.718 1.564  0.1373
H 1.338 3.573 -2.195  0.1130
H 4.106 -0.370 1.201  0.0881
H -6.224 -0.388 -2.168  0.0702
H -2.824 1.937 -1.648  0.1190
H -2.775 -0.124 4.220  0.0692
H 2.896 -2.463 0.912  -0.0113
H -2.842 -1.072 -1.167  0.1064
H 1.482 2.113 -5.203  0.0980
H -0.061 4.000 -0.107  0.1224
H 4.532 -2.980 1.438  -0.0305
H -0.083 1.962 -3.542  0.0975
H 5.957 -8.099 5.948  0.0759
H 5.477 -6.431 6.291  0.0665
H -1.555 3.640 -0.999  0.1303
H 1.928 -1.741 -0.877  0.1174
H -7.452 4.618 -2.947  0.0311
H 3.980 -3.109 -0.325  0.0834
H 3.120 1.972 0.705  0.1487
H -0.242 0.413 -2.052  0.1113
H 1.723 1.604 -1.393  0.1541
H -1.048 -0.158 -0.578  0.1118
H -1.193 0.242 3.465  0.0557
H 4.320 -7.748 6.536  0.0687
H 0.084 4.814 -2.342  0.1018
H -7.714 2.870 -3.135  0.0159
H 3.995 0.669 -0.964  0.1037
H 5.499 -0.930 0.217  0.1117
H 2.009 0.039 0.890  0.0847
H 2.415 -8.351 3.669  0.1256
H 1.131 -7.825 2.780  0.0882
H -2.786 -0.426 1.230  0.0990
H 0.939 -9.050 3.807  0.1776

Forces on atoms 1 to 3 (eV/Å):
3.6 11.0 0.7
0.4 0.0 -1.1
-2.4 -0.4 -1.1